A cluster of 11 separate species, C90H98N4O16 in total, computed with the ωB97M-V functional and the def2-TZVPD basis.

The geometry in XYZ format:
```
208
Properties=species:S:1:pos:R:3:forces:R:3
O -0.96417 5.09423 -5.09290 -0.587 -0.396 1.444
O -2.77336 1.09795 -2.10590 0.137 -0.499 0.592
O 4.01062 -5.65945 -2.00036 1.943 -1.561 0.142
O 1.82808 -1.97324 -2.47369 -0.060 0.125 0.015
O -3.13778 2.59601 2.62424 -0.071 -2.474 0.838
O 3.15611 -2.09150 5.99783 0.673 0.641 -1.137
O 4.41916 -4.41204 -4.09520 -0.183 -0.408 -0.683
O 0.55218 9.66204 0.97827 0.385 -1.178 0.265
O 4.87942 1.36428 2.29097 0.204 0.576 -1.145
O 1.84314 -4.74872 -0.42767 -0.682 0.484 0.405
O -3.37030 -2.61098 3.98969 -0.013 -1.310 0.311
O -5.14276 -0.26399 -5.11765 0.078 0.334 -0.863
O 0.30312 -2.40800 -4.67901 0.127 -0.017 -0.090
O 2.62593 6.55110 4.77584 -0.846 0.606 -0.312
O 0.69368 -4.08817 1.87372 -0.401 -0.218 -0.685
O -5.74139 2.43608 -0.52852 -0.073 -2.245 -0.087
N 0.35902 -0.47062 0.58438 -0.395 0.071 -1.100
N -0.19018 -5.37073 -3.77423 -0.176 1.581 1.987
N 0.00782 -5.60416 4.26196 1.636 1.055 -1.811
N 4.56028 -1.26066 -4.89484 0.470 -0.838 -0.730
C -5.27363 0.36828 -4.09843 0.241 -0.490 1.192
C -0.80659 -1.45372 0.49205 1.428 -1.215 1.114
C -1.41299 4.27519 -2.86466 -1.298 1.255 0.802
C 5.03585 -2.18569 -3.75794 0.148 1.588 0.646
C -5.70445 1.42732 3.04301 -0.831 -0.099 -0.163
C -4.87997 3.92214 -5.08883 0.265 1.145 0.557
C 4.74941 -3.64419 2.28611 -0.868 1.261 1.390
C -0.63236 -4.45508 2.09764 1.371 -0.045 -2.544
C 3.51373 -1.98009 -5.66556 0.198 -2.185 1.545
C 1.02116 8.90727 1.82443 -0.679 2.866 0.563
C -1.19169 -1.04585 4.96200 0.713 -0.700 -0.057
C 3.70105 -1.33164 5.19888 -0.503 -0.359 0.582
C 5.74244 -1.03958 -5.79730 -0.253 -0.371 1.655
C -4.51621 0.71269 3.09692 -0.993 -1.462 0.417
C 4.19224 -3.14525 3.49100 1.041 -1.486 0.113
C -0.66400 -6.09740 5.45241 -1.070 0.975 1.537
C 0.46861 -6.67671 3.30648 0.914 0.490 1.329
C 0.08737 0.99199 4.66028 1.697 0.769 -0.811
C 1.57518 9.11995 5.55978 0.958 0.347 0.801
C -2.38267 4.80856 -0.24704 0.032 1.372 0.559
C 4.68389 0.58673 3.17506 0.091 -1.395 1.839
C -2.23231 2.01780 -2.69383 -0.537 -1.793 -0.705
C -0.90629 1.51461 3.86342 -0.586 -0.175 0.310
C -0.05996 -0.28201 5.17850 1.416 1.002 2.050
C 1.30456 -4.85960 4.62445 -1.347 0.219 1.150
C -1.31970 5.54901 -2.30751 -0.524 0.347 0.623
C -7.03828 -0.63063 2.98213 -0.860 0.772 -0.587
C 1.01832 9.39074 3.26972 0.650 -0.436 -1.578
C -5.33338 3.89691 -2.70955 0.014 -1.719 0.121
C -1.80230 0.38934 -6.17922 -0.076 1.089 1.311
C -6.97047 0.78434 2.99118 0.082 -0.175 0.047
C -0.29000 -6.16262 -2.48784 -0.784 -0.064 -0.948
C 3.07162 2.01270 6.85926 1.503 2.372 -0.871
C -4.63222 -0.71344 3.26268 1.372 1.577 0.699
C 0.96336 -0.42941 1.94756 -1.193 1.427 -0.629
C 2.06263 7.26531 3.94659 1.548 0.336 1.663
C 2.01131 6.81465 2.56004 -0.673 -0.992 0.318
C 2.25858 5.04847 0.99889 0.143 1.411 -0.764
C -0.94896 -3.04850 -4.53933 0.404 0.244 0.731
C -4.95632 2.54725 -5.14856 -0.523 0.795 0.240
C 1.60012 8.64765 4.27199 -0.798 -1.485 -0.270
C 2.25004 5.47888 2.33323 0.418 -1.006 -1.134
C -3.41359 -1.42628 3.82766 -0.492 1.282 -1.058
C -1.57140 2.87653 -4.96464 -0.811 -1.765 -1.304
C 4.14697 1.07256 4.53809 1.143 -0.648 -2.711
C -2.46951 3.54948 -0.74939 0.017 -1.106 -0.258
C -5.23242 1.85178 -3.98912 -0.181 -0.674 -0.205
C 0.58161 11.24743 4.73956 0.438 0.011 0.478
C 1.25091 -5.13097 -4.05662 0.918 -0.496 -0.065
C 5.50867 -3.54950 -4.15325 -0.430 0.226 -1.158
C 5.54081 -1.43180 1.79116 -1.708 2.841 1.949
C -5.60615 -1.81846 -2.89364 0.607 1.500 -0.705
C 5.41728 -2.72560 1.46055 0.351 -2.468 -0.580
C 1.52468 7.18220 0.23742 -0.186 -0.714 -1.349
C -3.21169 1.43091 3.07790 -0.836 2.456 -1.238
C -5.59797 0.24726 -1.61049 -0.125 -0.377 1.419
C -0.88070 -4.59505 3.51613 -1.586 0.135 2.168
C -2.03210 3.31164 -2.05140 0.795 -0.326 -1.236
C -0.82013 -4.03737 -3.37960 -1.708 0.116 -0.344
C -1.91564 0.54767 -4.79628 -0.315 -0.822 1.294
C 4.91633 -0.91838 3.00162 0.238 -0.146 -0.978
C -5.86733 -1.33403 3.16939 0.686 -0.864 -0.209
C -1.84642 5.83785 -1.03872 -0.036 -1.871 -0.600
C 1.20717 -0.94865 -1.80679 -2.317 -0.422 -0.378
C 3.69629 0.15612 5.45867 -0.035 -0.610 -0.434
C -0.17028 0.88526 0.13117 -1.250 -1.451 0.822
C 4.08392 -0.01810 -4.26147 -2.457 0.195 0.464
C -5.44629 2.48959 -2.78463 0.150 0.277 -0.275
C -5.80416 -0.50305 -0.43959 0.141 -0.476 -1.299
C -1.63800 1.48788 -6.99361 -0.047 1.202 -0.660
C -1.33581 4.17144 -4.36627 1.550 1.146 -0.585
C -1.50579 2.74861 -6.38826 -0.298 -0.308 1.788
C -5.81539 -2.54035 -1.73184 0.052 0.014 -1.136
C 1.51306 -0.87668 -0.32207 -0.826 1.507 -0.773
C -5.62734 1.71543 -1.52672 0.352 2.738 0.384
C -2.21262 -0.58286 4.16219 0.264 1.841 -0.447
C 4.16047 2.44343 4.71393 -0.874 0.217 0.260
C -4.99945 4.58923 -3.83345 0.397 -0.092 -1.234
C -2.05857 0.76164 3.67413 -0.333 -1.074 0.326
C 1.13473 10.43807 5.75081 -0.529 0.438 1.648
C -1.89624 1.76861 -4.15041 1.104 2.103 -1.081
C 1.59973 7.61433 1.52171 -0.566 0.353 0.487
C -5.95043 -1.88654 -0.53779 0.493 1.342 1.452
C 1.92214 5.90741 -0.09472 0.747 -0.521 3.791
C 0.57765 10.66690 3.49221 -1.057 1.602 -1.682
C 4.33496 -1.82576 3.91205 -0.209 0.981 -0.854
C 3.16880 0.67148 6.61220 -0.679 -0.563 2.064
C -5.42315 -0.39557 -2.81977 -1.284 -1.523 -0.377
C 3.59906 2.92255 5.90735 0.429 -0.583 -0.810
C -0.99203 -6.02615 -4.82775 0.634 -0.608 -1.221
H 1.80568 -6.04516 -3.84299 -0.102 -0.106 -0.291
H 3.16919 -5.51579 -1.61375 -1.685 0.424 1.414
H 2.83348 2.49021 7.80668 -0.508 -0.703 -0.010
H 6.52265 -0.83544 -5.08483 0.762 0.399 -0.288
H 1.09046 7.83945 -0.47734 0.026 0.567 -0.579
H 0.23675 11.21854 2.58090 0.169 -0.468 1.038
H 0.11685 -0.25883 2.62391 0.832 0.005 -0.011
H 1.04675 -6.15691 2.51222 -0.616 -0.618 0.388
H 2.02810 8.44701 6.33846 -0.687 1.121 -0.585
H -1.51002 -1.33257 1.37373 0.797 0.103 -1.312
H -4.88119 1.92729 -6.00749 0.267 0.028 -0.981
H 3.09615 -0.26470 -3.75214 1.263 0.061 -0.435
H 4.20958 -2.25435 -3.05249 -0.287 -0.032 -0.074
H 1.33693 -4.87413 -5.09376 0.262 0.266 -0.414
H -1.21481 -1.37722 -0.49958 -0.714 0.474 0.009
H 1.77682 -4.55856 3.70623 -0.070 0.147 -0.305
H 2.87692 0.03146 7.43295 -0.125 -0.436 -0.188
H -5.78377 0.00432 0.49768 -0.358 0.256 0.547
H 1.40341 -1.36582 2.05584 0.618 -1.824 0.714
H -1.74717 -2.30080 -4.33319 0.274 -0.588 0.036
H 1.07449 -7.35248 3.92040 0.128 0.089 -0.341
H 3.84206 0.82178 -4.94591 0.668 -0.745 0.056
H 5.90929 -3.48202 -5.20333 -0.076 -0.665 1.105
H -1.95283 -4.89012 3.62698 0.793 0.143 0.488
H -0.71537 0.70736 -0.80778 0.052 0.261 0.517
H -5.45271 4.30543 -1.73237 0.009 0.572 0.351
H 1.15428 10.84510 6.77569 0.066 -0.256 -0.552
H 1.88688 -1.81602 -0.05541 0.567 -1.335 0.998
H 2.61155 -1.94821 -5.07723 -0.346 -0.158 0.144
H 0.01800 -6.35521 6.28329 -0.145 -0.423 -0.840
H 5.93126 -1.97931 -6.27179 0.230 -0.187 -0.569
H -1.36772 -3.69769 1.74765 0.017 -0.094 0.191
H 5.81888 -1.60077 -3.27520 0.151 -0.019 0.008
H -2.79004 5.01771 0.75551 0.241 -0.030 -0.618
H 1.31954 0.06713 -2.17657 0.689 0.468 -0.748
H 1.07731 1.55112 4.72002 -1.452 -0.759 0.444
H -4.73222 5.63926 -3.76794 -0.405 0.020 -0.125
H -5.85480 -3.60800 -1.76813 -0.279 -0.503 -0.049
H -6.10538 -2.40545 0.39312 -0.059 -0.402 0.053
H -1.93667 -0.54150 -6.63195 -0.018 -1.489 -0.394
H -1.21209 -5.22605 5.83527 0.110 -0.098 0.104
H 5.90081 -3.05931 0.53991 -0.301 -0.080 0.185
H 1.67836 -3.88135 -0.87021 0.282 -0.640 0.543
H -1.47079 -6.81612 5.25927 0.706 -0.185 -0.235
H -1.17839 -2.03841 5.37703 -0.498 -0.196 0.166
H 0.20598 12.30794 4.88488 0.640 -1.619 0.052
H 1.77441 0.32722 1.95521 -0.791 -0.120 0.189
H -7.90598 1.38706 2.96173 0.941 -0.503 -0.066
H 6.26059 -3.90170 -3.46257 0.665 0.197 0.018
H 0.05235 -5.51697 -1.68909 0.430 -0.241 0.206
H -0.22271 -3.53089 -2.63073 0.456 -0.368 0.256
H -5.61735 2.50633 3.07596 -0.248 0.002 -0.263
H 5.91168 -0.72278 1.06375 0.293 0.122 0.228
H -0.84079 1.26697 0.94303 0.561 -0.170 -0.858
H 4.51899 3.05824 3.85712 -0.207 -0.324 1.092
H -0.95156 -5.37792 1.51535 0.293 0.474 0.545
H -0.87013 -5.59650 -5.82131 0.555 0.402 0.207
H -0.32703 -2.47072 0.51034 -0.405 0.827 0.521
H 1.02262 -3.96366 5.23473 0.421 -0.845 -0.427
H 0.66158 1.50069 -0.05373 0.975 1.052 0.012
H 4.36298 -4.75720 -3.17465 -0.090 -0.292 -0.480
H 3.32730 -1.58595 -6.61520 0.052 0.920 -1.401
H 4.78920 0.23705 -3.49608 0.406 0.524 0.190
H 3.85871 -3.05978 -5.73011 -0.657 1.421 -0.199
H -1.65605 1.34827 -8.10166 0.107 0.343 1.104
H -0.68639 -3.60724 4.00719 -0.376 -0.976 -0.271
H 4.58023 -4.69214 2.05241 0.282 0.264 -0.189
H -1.37413 -6.32299 -2.38634 0.523 -0.505 0.285
H -5.58112 -2.25241 -3.91453 0.104 0.132 0.961
H 1.71908 -4.34860 -3.42596 -0.811 -0.243 -0.289
H 2.13975 5.56602 -1.04529 -0.185 -0.500 -1.967
H -4.69697 4.58812 -5.93925 0.058 -0.660 0.063
H -7.98588 -1.20837 2.77689 1.050 0.991 0.534
H -2.03938 -0.26023 -4.07198 -0.225 -0.325 -0.693
H -2.05771 -5.89750 -4.65431 0.056 -0.478 0.606
H -1.78369 -4.30447 -2.88750 0.424 0.248 -0.609
H 1.88710 -5.57199 5.19729 0.247 0.102 0.162
H -0.39685 -7.20639 3.02743 -0.933 -0.631 -0.895
H 3.79260 -3.85529 4.22364 -0.095 0.312 -0.417
H -5.87043 -2.42048 3.20754 -0.095 0.102 0.211
H 2.20778 -0.06187 -0.17352 0.664 -0.163 0.327
H 1.43103 -4.66985 0.54218 0.213 0.617 -1.089
H 0.30483 -7.07375 -2.62214 -0.367 0.177 0.329
H 0.72591 -0.49180 5.95868 -0.909 -0.707 -1.118
H -1.22341 -3.58162 -5.45759 0.131 0.370 -0.010
H 2.47682 4.79432 3.16046 0.029 0.447 -0.430
H -0.86689 2.51146 3.44913 0.011 0.054 -0.038
H 0.06721 -1.01413 -1.88872 0.653 -0.215 -0.049
H 3.65846 3.98637 6.04492 -0.359 0.297 0.458
H -0.63067 -7.06242 -4.95032 -0.571 0.314 0.423
H -2.94095 2.76860 -0.15162 0.133 0.035 -0.351
H -1.44095 3.71920 -6.84395 0.314 -0.091 -0.826
H -1.99390 6.81619 -0.69130 0.410 1.362 0.291
H -0.97520 6.33718 -2.93849 0.237 0.512 -0.282
H 2.70892 4.12816 0.72294 -0.032 -1.086 0.109
H 4.41591 -6.44136 -1.56559 -0.458 0.866 -0.462
H 0.79880 -2.31311 -3.79065 -0.210 0.235 -0.454
H 5.58889 -0.24617 -6.48462 -0.306 0.631 -0.544
```
Positions in Å, forces in eV/Å.

The total charge is +2. The frontier orbital gap is 7.423 eV. As for the LUMO energy: -4.7043 eV. The value obtained for the total energy is -133623.066 eV. For the max |F|, the calculation gives 3.9 eV/Å. The molar mass is 1491.8 g/mol.